[1]
C2H4ClN2P in the gas phase. Source: the Open Molecules 2025 dataset; level of theory: ωB97M-V with the def2-TZVPD basis set.

Results
LUMO level (alpha / beta) in hartree: -0.032 / -0.025
Calculated total energy in eV: -26925.9527
Max |F| in eV Å⁻¹: 3.8
Energy above the lowest of the compared OMol25 structures with the same formula, charge and spin in kcal/mol: 104.8
Frontier orbital gap (alpha / beta) in Eh: 0.2399 / 0.2809
Highest occupied orbital energy (alpha / beta) in eV: -7.4 / -8.3

Last column: natural (NBO) charge in e.
CARTESIAN COORDINATES (ANGSTROEM)
1 C -0.0787 0.9934 -0.2281  -0.256
2 C -0.6204 -0.5748 -0.2626  -0.279
3 N 0.6687 1.2277 0.8846  -0.823
4 N 0.1823 -1.5089 0.3657  -0.525
5 P 1.3032 0.5057 2.0342  1.002
6 Cl 1.6125 -1.8971 -0.4428  0.046
7 H 0.3544 1.0251 -1.1347  0.217
8 H -0.9793 1.4991 -0.2995  0.213
9 H -1.4791 -0.6211 0.3896  0.204
10 H -0.9635 -0.6492 -1.3063  0.202

[2]
A molecular structure, C2H4ClN2P. Source: the Open Molecules 2025 dataset; level of theory: ωB97M-V with the def2-TZVPD basis set.

Results
LUMO level in hartree: 0.017
Calculated total energy in eV: -26928.1039
Max |F| in eV Å⁻¹: 6.3
Energy above the lowest of the compared OMol25 structures with the same formula, charge and spin in kcal/mol: 55.2
Frontier orbital gap in Eh: 0.3556
Highest occupied orbital energy in eV: -9.2

Last column: natural (NBO) charge in e.
CARTESIAN COORDINATES (ANGSTROEM)
1 C -0.2481 0.7167 -0.5972  -0.292
2 C 0.5121 -0.3265 0.2705  0.002
3 N -1.5765 0.4662 -0.7790  -0.941
4 N -1.0262 -1.4562 0.6021  -1.025
5 P -2.1760 -0.8979 -0.3563  1.269
6 Cl 1.9015 -1.0791 -0.5391  -0.016
7 H 0.0232 1.6116 -0.0482  0.205
8 H 0.3585 0.8642 -1.4495  0.206
9 H 0.8724 0.0448 1.2141  0.204
10 H -0.7377 -2.2656 0.9575  0.387

[3]
A gas-phase ion, C2H4ClN4O2S (charge +1). Source: the Open Molecules 2025 dataset; level of theory: ωB97M-V with the def2-TZVPD basis set.

Results
LUMO level in hartree: -0.175
Calculated total energy in eV: -35540.0497
Max |F| in eV Å⁻¹: 5.5
SMILES string: [NH+]#CN/C=N\N=[S@@](=O)(O)Cl
Charge: +1
Energy above the lowest of the compared OMol25 structures with the same formula, charge and spin in kcal/mol: 74.6
Frontier orbital gap in Eh: 0.3154
Highest occupied orbital energy in eV: -13.3

Last column: natural (NBO) charge in e.
CARTESIAN COORDINATES (ANGSTROEM)
1 N 4.0167 0.4231 0.0872  -0.462
2 C 2.8483 0.3642 0.1860  0.800
3 N 1.6013 0.0557 0.1982  -0.603
4 C 0.8868 -1.1451 0.0969  0.138
5 N -0.3589 -1.0864 0.1356  -0.182
6 N -0.9573 0.1164 0.3158  -0.792
7 S -2.5007 0.2336 0.1201  2.164
8 O -3.2425 0.9306 1.1056  -0.831
9 O -2.6644 1.0399 -1.2284  -0.843
10 Cl -3.2426 -1.6741 -0.2367  -0.123
11 H 4.8898 0.8110 -0.1102  0.484
12 H 1.0152 0.6720 0.5755  0.459
13 H 1.1975 -2.2184 0.0946  0.262
14 H -3.4892 1.4776 -1.3403  0.531

[4]
A molecular structure, C2H4ClNO. Source: the Open Molecules 2025 dataset; level of theory: ωB97M-V with the def2-TZVPD basis set.

Results
LUMO level in hartree: 0.005
Calculated total energy in eV: -18195.0145
Max |F| in eV Å⁻¹: 8.9
Energy above the lowest of the compared OMol25 structures with the same formula, charge and spin in kcal/mol: 93.9
Frontier orbital gap in Eh: 0.3754
Highest occupied orbital energy in eV: -10.1

Last column: natural (NBO) charge in e.
CARTESIAN COORDINATES (ANGSTROEM)
1 C -0.6333 0.0028 -0.0269  0.516
2 C 0.4925 -0.8552 0.1189  -0.413
3 H 0.3565 1.5009 -0.6764  0.376
4 H -1.3670 1.9403 -0.3667  0.425
5 H 0.7320 -2.0724 -0.5144  0.308
6 H 0.5517 -1.0546 1.2863  0.272
7 N -0.6580 1.2964 0.2431  -0.752
8 O -1.6447 -0.8024 -0.0597  -0.582
9 Cl 2.1702 0.0441 -0.0043  -0.151

[5]
C2H4ClNO4S in the gas phase. Source: the Open Molecules 2025 dataset; level of theory: ωB97M-V with the def2-TZVPD basis set.

Results
LUMO level (alpha / beta) in hartree: -0.023 / -0.209
Calculated total energy in eV: -35167.4589
Max |F| in eV Å⁻¹: 5.3
Multiplicity: 3
Energy above the lowest of the compared OMol25 structures with the same formula, charge and spin in kcal/mol: 11.1
Frontier orbital gap (alpha / beta) in Eh: 0.2396 / 0.1989
Highest occupied orbital energy (alpha / beta) in eV: -7.2 / -11.1

Last column: natural (NBO) charge in e.
CARTESIAN COORDINATES (ANGSTROEM)
1 C -1.3702 0.6413 -0.1935  -0.690
2 C -0.2656 -0.1152 0.5064  -0.121
3 N -0.3387 -1.5896 0.1065  0.435
4 O 0.4436 -2.3501 0.6287  -0.287
5 O -1.1813 -1.8634 -0.7151  -0.364
6 O 1.5234 0.1841 -1.5330  -0.851
7 O 2.6757 -0.1845 0.6301  -0.799
8 S 1.6550 0.3919 -0.1568  1.909
9 Cl 1.7661 2.4388 0.2284  -0.247
10 H -0.7285 1.3439 -0.6878  0.251
11 H -1.7753 -0.0161 -0.9104  0.280
12 H -2.0952 1.2225 0.5146  0.245
13 H -0.3089 -0.1036 1.5819  0.239

[6]
C2H4ClNS in the gas phase. Source: the Open Molecules 2025 dataset; level of theory: ωB97M-V with the def2-TZVPD basis set.

Results
LUMO level in hartree: -0.013
Calculated total energy in eV: -26984.7485
Max |F| in eV Å⁻¹: 2.6
SMILES string: CN(Cl)C=S
Energy above the lowest of the compared OMol25 structures with the same formula, charge and spin in kcal/mol: 43.2
Frontier orbital gap in Eh: 0.3134
Highest occupied orbital energy in eV: -8.9

Last column: natural (NBO) charge in e.
CARTESIAN COORDINATES (ANGSTROEM)
1 C -0.4008 -0.1224 -0.5264  -0.453
2 N 0.4882 -0.4776 0.5852  -0.366
3 Cl 1.8100 -1.6223 0.0919  0.088
4 C 0.9034 0.4164 1.5334  -0.089
5 S -0.0145 1.7522 1.8974  -0.110
6 H 0.3190 0.4500 -1.2242  0.205
7 H -0.8463 -0.9916 -1.1241  0.234
8 H -1.1950 0.5860 -0.2420  0.260
9 H 1.8664 0.1352 2.0894  0.231

[7]
2 unconnected molecules or ions with the total composition C2H4ClNS. Source: the Open Molecules 2025 dataset; level of theory: ωB97M-V with the def2-TZVPD basis set.

Results
LUMO level in hartree: -0.002
Calculated total energy in eV: -26982.5824
Max |F| in eV Å⁻¹: 3.1
Energy above the lowest of the compared OMol25 structures with the same formula, charge and spin in kcal/mol: 93.2
Frontier orbital gap in Eh: 0.3146
Highest occupied orbital energy in eV: -8.6

Last column: natural (NBO) charge in e.
CARTESIAN COORDINATES (ANGSTROEM)
1 C 2.9918 -0.2358 -0.1048  -0.169
2 C -1.2739 -0.6202 -0.1791  -0.424
3 N -0.6729 0.6655 -0.2722  -0.661
4 S 3.4560 0.7313 0.9897  0.165
5 Cl 0.1453 1.4353 1.0395  0.098
6 H -0.3485 1.0322 -1.1901  0.391
7 H -2.0206 -0.8644 -0.9966  0.222
8 H -0.5098 -1.4703 -0.1695  0.172
9 H -1.7674 -0.6737 0.8831  0.205

[8]
2 unconnected molecules or ions with the total composition C2H4ClO2PS. Source: the Open Molecules 2025 dataset; level of theory: ωB97M-V with the def2-TZVPD basis set.

Results
LUMO level (alpha / beta) in hartree: -0.171 / -0.073
Calculated total energy in eV: -38878.0295
Max |F| in eV Å⁻¹: 3.7
Energy above the lowest of the compared OMol25 structures with the same formula, charge and spin in kcal/mol: 60.9
Frontier orbital gap (alpha / beta) in Eh: 0.1481 / 0.2779
Highest occupied orbital energy (alpha / beta) in eV: -8.7 / -9.5

Last column: natural (NBO) charge in e.
CARTESIAN COORDINATES (ANGSTROEM)
1 C -0.4041 -0.2561 -0.7835  -0.092
2 C -0.3336 -0.2959 0.7351  -0.098
3 O 0.7570 0.4383 -1.2352  -0.762
4 O 1.0757 -0.3175 1.0910  -0.785
5 P 1.9866 0.1050 -0.1545  1.416
6 S 3.2720 1.5916 0.1995  -0.420
7 Cl -3.2656 0.4163 -0.0060  -0.059
8 H -0.1600 -1.2759 -1.1628  0.189
9 H -1.3851 0.1028 -0.9678  0.205
10 H -0.7524 0.6362 1.1685  0.199
11 H -0.7906 -1.1449 1.1158  0.207